17
Properties=species:S:1:pos:R:3:forces:R:3 method="wB97M-V/def2-TZVPD" gap_ev=9.643 lumo_energy_ev=0.64 charge=0 energy_ev=-7413.604
C 0.7255 0.7805 1.7635 -0.27 -0.50 -0.07
C 1.0891 -0.6869 1.2842 -1.40 -2.09 -0.73
C 0.4304 0.2666 0.3881 -2.17 0.21 -0.10
C 0.6958 0.6097 -1.0723 0.16 0.16 -0.18
C -0.7659 0.4189 -1.4549 0.10 -0.54 -0.33
C -1.2830 -0.9418 -0.9186 1.86 -2.17 0.06
C -1.2869 0.2686 -0.0539 2.40 -0.70 1.15
H 1.4729 1.5844 1.9122 0.10 -1.07 0.11
H -0.1517 0.9222 2.3921 0.12 0.00 -0.17
H 2.1387 -0.9956 1.3619 -0.42 0.56 -0.84
H 0.4561 -2.2074 0.9680 0.88 3.56 1.60
H 1.0512 1.6376 -1.1775 -0.09 0.01 -0.18
H 1.3720 -0.0695 -1.6028 0.11 0.12 0.22
H -1.1907 0.9696 -2.2997 -0.21 -0.43 0.39
H -0.3770 -1.9714 -0.7202 -2.72 3.33 -0.32
H -2.2344 -1.4049 -1.2008 0.39 0.53 -0.30
H -2.1422 0.8195 0.4307 1.15 -1.01 -0.30

---

17
Properties=species:S:1:pos:R:3:forces:R:3 method="wB97M-V/def2-TZVPD" gap_ev=10.983 lumo_energy_ev=1.13 smiles=C#CC[C@@H]1C[C@@H]1C charge=0 energy_ev=-7418.545
C -1.2807 1.1879 0.3378 0.02 0.05 -0.02
C -1.1499 -0.3099 0.1712 -0.08 0.02 0.11
C -1.1077 -0.8968 -1.2147 -0.07 -0.04 -0.18
C 0.1159 -0.9380 -0.3423 0.06 -0.11 0.09
C 1.3632 -0.1035 -0.5829 -0.04 0.03 -0.04
C 1.9851 0.1873 0.7163 0.18 0.08 0.45
C 2.3984 0.3606 1.8343 -0.13 -0.06 -0.42
H -2.3346 1.4850 0.3000 0.14 -0.04 0.03
H -0.8597 1.5275 1.2904 -0.06 -0.07 -0.13
H -0.7659 1.7280 -0.4643 -0.09 -0.08 0.12
H -1.6744 -0.8883 0.9296 0.05 0.07 -0.16
H -1.6236 -1.8335 -1.4077 0.10 0.16 0.02
H -1.1352 -0.1943 -2.0453 0.07 -0.08 0.13
H 0.3523 -1.9121 0.0811 -0.06 0.14 -0.04
H 1.1276 0.8323 -1.1029 0.02 -0.15 0.11
H 2.0690 -0.6440 -1.2256 -0.10 0.06 0.12
H 2.7570 0.5073 2.8290 -0.02 0.01 -0.20

---

17
Properties=species:S:1:pos:R:3:forces:R:3 method="wB97M-V/def2-TZVPD" gap_ev="7.602 / 7.546" lumo_energy_ev="0.42 / 0.30" charge=0 energy_ev=-7417.415
C -2.4196 0.4741 0.1669 0.22 0.02 -0.18
C -1.5146 -0.2261 -0.5313 -0.52 0.27 -0.15
C 0.3524 -0.6078 1.2835 -0.06 -0.05 0.58
C 0.8668 -1.2548 -0.7356 0.25 -0.45 -0.44
C -0.4291 -0.9573 0.0173 3.60 1.20 0.51
C 1.3343 -0.1503 0.2090 -3.39 -1.34 -0.47
C 1.5199 1.2604 -0.2115 0.02 0.04 0.09
H -3.2459 0.9595 -0.3227 -0.13 0.07 -0.09
H -2.3491 0.5818 1.2351 0.01 -0.03 0.26
H -1.6583 -0.3387 -1.6007 0.03 0.09 -0.09
H -0.0547 0.1498 1.9522 -0.02 0.08 0.03
H 0.6811 -1.4802 1.8463 0.02 -0.03 0.10
H 1.3006 -2.2305 -0.5247 0.02 -0.11 -0.01
H 0.8905 -1.0527 -1.8083 -0.02 0.02 -0.02
H 1.5438 1.9207 0.6552 0.05 0.03 -0.05
H 0.7215 1.5995 -0.8759 -0.11 0.08 -0.08
H 2.4604 1.3526 -0.7548 0.04 0.11 0.00

---

17
Properties=species:S:1:pos:R:3:forces:R:3 method="wB97M-V/def2-TZVPD" gap_ev=9.946 lumo_energy_ev=1.18 smiles="C[C@@H]1[C@@H]2C=CC[C@H]12" charge=0 energy_ev=-7419.909
C 1.2913 -1.3586 -0.3625 -0.04 0.02 -0.05
C 1.0345 -0.2795 0.6644 0.11 -0.04 0.01
C 0.3905 1.0599 0.4018 0.05 0.17 -0.03
C -0.4400 1.3028 -0.8585 0.04 -0.03 0.01
C -1.5535 0.2830 -0.7482 -0.03 -0.09 0.13
C -1.5064 -0.3864 0.4053 0.02 0.07 -0.16
C -0.3347 0.0191 1.2366 -0.13 -0.04 0.16
H 2.2338 -1.1777 -0.8911 -0.14 0.01 0.05
H 1.3689 -2.3364 0.1294 -0.01 0.16 -0.08
H 0.4895 -1.4259 -1.1026 0.11 0.04 0.08
H 1.8300 -0.2109 1.4072 -0.17 -0.01 -0.09
H 0.8423 1.9213 0.8856 -0.07 -0.14 -0.09
H 0.1385 1.1986 -1.7872 -0.06 -0.08 0.16
H -0.8460 2.3256 -0.8686 0.08 -0.20 0.03
H -2.2859 0.1205 -1.5345 0.10 0.02 0.11
H -2.2050 -1.1619 0.7080 0.09 0.13 -0.06
H -0.4478 0.1064 2.3147 0.03 0.00 -0.18

---

19
Properties=species:S:1:pos:R:3:forces:R:3 method="wB97M-V/def2-TZVPD" gap_ev="3.633 / 3.738" lumo_energy_ev="-6.18 / -6.08" charge=+1 spin_multiplicity=5 energy_ev=-31901.223
Al -1.8275 -1.9432 -0.7591 -0.31 3.80 0.26
C -0.8259 -0.3580 -1.6104 1.43 1.04 -0.07
C 0.0645 0.4107 -0.4417 1.02 1.21 1.30
C 1.5355 -0.2005 0.0045 -1.44 4.04 2.25
C 2.3929 0.6052 1.1492 -4.42 1.52 -1.58
C 1.7235 1.9765 1.7643 -1.56 -1.28 -1.76
C 0.2463 2.5768 1.3545 1.75 -4.16 -2.22
C -0.6066 1.7615 0.2154 4.37 -1.16 1.60
H -1.1412 -3.2649 -1.3090 -0.37 2.83 -1.31
H -1.5538 -1.8416 0.8267 0.34 -1.13 0.04
H -3.3901 -1.8600 -0.9978 -0.15 -0.80 -0.33
H -1.5802 0.4097 -2.0776 1.44 -1.45 0.94
H -0.1238 -0.7162 -2.4963 -1.21 0.93 1.78
H 1.9792 -1.1674 -0.4850 -1.03 2.10 0.92
H 3.4408 0.2223 1.5103 -2.33 0.95 -0.80
H 2.3355 2.5962 2.5684 -1.40 -1.56 -1.91
H -0.1649 3.5561 1.8507 0.97 -2.19 -1.10
H -1.6508 2.1525 -0.1402 2.28 -0.96 0.70
Sm -0.8535 -4.9158 -0.9269 0.63 -3.73 1.29

---

22
Properties=species:S:1:pos:R:3:forces:R:3 method="wB97M-V/def2-TZVPD" gap_ev="5.920 / 5.919" lumo_energy_ev="-5.68 / -5.68" charge=+1 energy_ev=-93312.563
C -0.9023 -3.5681 -1.4970 2.04 1.40 -0.84
C 0.0190 -2.4795 -1.1895 -0.73 -1.27 -0.20
C -2.1877 -3.6897 -1.0425 -0.28 0.10 0.59
C -0.6452 -1.7504 -0.2890 -1.32 -1.02 1.78
C -2.6199 -2.7242 -0.0981 0.73 -0.38 1.39
C 2.6719 2.5898 0.5575 -2.60 2.17 1.48
C 0.1875 2.3655 1.7627 -1.67 -0.61 -0.44
N -1.6330 -1.9282 0.4605 0.74 1.16 -3.12
N 1.0340 0.7953 -0.3927 -1.29 -1.40 0.15
O 0.3720 3.3079 -0.6327 -0.68 1.16 2.38
S 0.9777 2.0967 0.2434 1.98 -2.35 -3.08
Br -4.2706 -2.5768 0.7463 0.11 -0.39 -0.40
H -0.4223 -4.1673 -2.2740 -0.75 -0.41 0.25
H 0.9654 -2.5018 -1.6931 0.20 0.82 0.17
H -2.7349 -4.5841 -1.3678 -0.31 0.83 0.30
H 2.5882 3.6457 0.7436 0.59 0.83 -0.33
H 3.4042 2.3065 -0.1225 0.76 -0.66 -1.41
H 2.7938 2.2167 1.5288 0.81 -1.06 1.29
H -0.6798 2.9426 1.6250 -1.21 0.95 -0.62
H 0.8241 2.9875 2.2790 1.43 0.89 1.95
H -0.2088 1.4557 2.2210 1.00 -0.09 -0.04
H 0.4668 3.2600 -1.5689 0.44 -0.66 -1.25